C44H75CdF9O27 | wB97M-V/def2-TZVPD

XYZ file:
```
156
Properties=species:S:1:pos:R:3:lowdin_charge:R:1
H -8.02677 -4.22720 -3.72189 0.138
C -10.73482 1.05836 5.52810 -0.564
O -11.92051 1.20874 5.50501 0.166
O -10.05817 0.00512 5.90557 0.104
H -0.40460 2.52533 5.36382 0.103
C 6.70672 -1.15824 -1.15604 -0.118
H 4.75861 1.44210 4.55156 0.076
F -2.64938 1.15773 1.14109 0.076
O 4.46709 4.07497 3.79468 -0.192
C -7.66905 2.76219 5.31983 0.004
H -5.53554 4.49141 -8.07449 0.137
F 4.82459 4.61062 6.45759 0.180
C -2.72531 -4.26014 -5.92979 -0.293
H -2.87014 6.36128 -6.83826 0.085
O 0.03030 1.86347 0.87163 -0.323
H -0.43638 6.86988 -0.23068 0.139
F 0.78363 -2.27903 4.63692 0.213
H -3.48797 -3.69083 -5.39845 0.150
H 6.54637 -0.41496 -1.93701 0.102
H -4.19914 3.69181 -6.17406 0.145
H 6.47413 -2.07845 -1.69195 0.078
C 5.62580 5.15097 5.57154 -0.631
H 0.24955 2.26687 -3.30825 0.081
C 0.94554 -3.22138 6.79073 -0.290
O -1.58565 -4.04956 -5.15707 0.053
H 1.48278 5.52778 -1.04243 0.098
C -1.29639 4.93965 5.08981 -0.139
C -1.06682 6.79575 1.78975 -0.106
H 4.01609 -2.69969 7.55048 0.127
O 2.25516 -2.88205 6.86223 -0.006
H -8.35932 1.15228 3.93984 0.152
O 0.91620 5.76591 0.96635 -0.321
C -0.54828 0.86297 0.03308 -0.438
C 2.57047 -1.65702 8.96157 -0.044
C 0.13566 -2.91187 5.56249 -0.623
H 5.71932 5.63214 3.52164 0.147
H 9.28039 -1.83667 0.86760 0.135
H -2.46603 -6.29308 -6.57278 0.139
H -7.40776 -1.44054 -0.67677 0.099
C -2.36626 -3.57309 -7.29192 -0.007
O -3.77316 3.83286 -9.19234 0.092
H 1.38430 2.98164 5.48988 0.099
H -3.95517 -6.07572 -5.59891 0.137
H -4.02819 6.00382 -5.61911 0.081
H 4.37135 -3.29727 -6.71398 0.087
H 4.63889 2.69889 2.26705 0.116
O 2.87993 -6.93812 -8.14118 0.086
H -8.39577 0.54261 6.92430 0.137
C 0.34269 3.28060 5.60718 -0.070
H -6.65774 2.82337 4.91783 0.070
H -7.63444 2.93485 6.39550 0.077
O -9.14228 -3.29996 -0.83693 0.086
C 8.90162 -2.25390 -1.14219 -0.186
O 3.72660 6.05886 4.10230 -0.254
H 5.62317 -4.09673 -0.20892 0.071
H -8.11142 -0.44729 5.46820 0.136
H -2.09591 6.99048 1.48785 0.135
H -0.93281 5.16127 0.39838 0.140
O 0.42478 -3.88522 7.73144 0.108
O -0.82657 5.88546 2.91235 -0.232
H 4.52671 -3.07960 0.69294 0.089
C 0.01118 0.38230 -2.30140 -0.287
H 2.87201 5.97780 0.06504 0.096
F -2.33167 -0.81829 0.53393 0.197
C 9.00507 -2.71980 0.29108 -0.141
H 4.78177 -6.37914 -7.50983 0.142
H 1.55364 -1.84010 9.30890 0.077
H 0.67336 -0.40985 -1.95194 0.120
H -0.81771 6.98483 4.63616 0.139
H -1.52792 5.33641 6.07828 0.141
C 3.73783 -6.09334 -7.38091 -0.087
C -1.40009 -5.08104 -4.27932 -0.491
O -9.05357 -5.13295 -2.18884 0.040
O 2.37078 -4.90924 -8.69187 0.046
H 5.88269 -2.80788 2.61396 0.126
C -8.00618 -4.27128 -2.63297 -0.086
C -0.41505 6.10854 0.54907 -0.140
H -2.39579 6.46272 4.08540 0.137
H -7.11625 -4.78204 -2.26521 0.134
H 6.30429 -1.25921 -0.14809 0.086
O -10.71279 -4.96661 -0.59046 0.156
H 6.25808 2.17445 4.91201 0.074
H 9.65027 -3.59798 0.26627 0.130
C -4.44979 4.52704 -8.16373 -0.089
H -2.48509 5.25536 -5.31908 0.089
C -3.63756 4.32751 -6.85862 -0.339
H 6.35893 -4.29518 3.52722 0.127
H 2.79661 -3.97971 -6.13109 0.082
O 7.67080 -3.06973 0.79533 -0.163
H 8.40678 -3.28430 2.64751 0.119
F -0.89119 -2.19938 5.91886 0.209
C -8.69425 0.37155 5.89000 -0.092
C 3.56029 -4.70093 -7.94101 -0.341
O -0.19669 1.31181 -1.24037 -0.144
H 2.67050 -0.61740 8.64966 0.076
H 9.86580 -2.18417 -1.64578 0.127
O -2.26386 -6.06584 -4.53087 0.079
H 3.02869 -3.79577 8.42374 0.126
C 4.95416 5.36703 4.25128 -0.405
H 0.33854 0.88546 -4.39207 0.073
H 3.41652 -5.88298 -6.36081 0.130
C -8.63063 1.55343 4.91635 -0.338
H 0.15033 3.50250 6.65688 0.099
H 1.62279 1.16732 -3.34706 0.073
C 5.23189 3.07232 3.10191 -0.254
C 5.55472 2.02808 4.09228 -0.104
H 8.40557 -3.04592 -1.70320 0.119
H 0.08010 -0.02716 0.06338 0.117
F 6.78862 4.47831 5.43676 0.124
O -2.61533 3.49131 -7.31439 0.059
C 7.70313 -3.77907 1.97805 -0.238
O 5.45607 -4.61275 1.78501 -0.176
C 3.03567 -2.78360 8.01932 -0.206
C -8.34617 -2.97751 -1.91701 -0.432
H 2.81434 -2.64952 -7.32929 0.092
O 0.03370 4.46942 4.90618 -0.324
H -6.55032 -2.97369 -1.07638 0.097
H -1.38545 -3.67488 -7.75640 0.082
O 8.08357 -1.08181 -1.18309 -0.200
O -9.89730 2.01661 5.02736 0.073
O -0.72799 -5.06453 -3.22499 0.100
C -2.91564 -5.77373 -5.72648 -0.103
H -4.26744 5.57976 -8.37962 0.119
H -2.00360 4.16630 4.79001 0.140
F 6.12529 6.24567 6.11676 0.151
C 2.01272 -6.22497 -8.86078 -0.504
F -0.29839 -4.07397 5.00772 0.157
H 4.32361 -4.46720 -8.68317 0.148
C 0.53421 1.21664 -3.37220 -0.095
O 1.07905 -6.56028 -9.58957 0.120
H 8.10145 -4.79219 2.03305 0.128
H -0.58440 7.74698 2.01458 0.135
H -6.81353 -1.62982 -2.27077 0.097
H -0.91777 -0.08883 -2.62263 0.111
C 6.29326 -3.81561 2.55060 -0.209
H 6.17192 3.49220 2.74392 0.121
Cd 1.24637 4.67690 3.00136 1.604
C -9.70229 -4.55620 -1.10273 -0.453
H -2.43776 -2.48560 -7.31031 0.077
C 3.33758 -3.53395 -6.96580 -0.001
H -8.22815 3.54854 4.81271 0.076
O -1.85114 2.60062 -9.33106 0.103
F -2.88840 0.51745 -0.93533 0.113
H 3.22166 -1.69117 9.83500 0.075
H -3.07892 -3.86421 -8.06360 0.075
C -1.34678 6.17155 4.13942 -0.214
C 4.89468 -4.10156 0.60186 -0.099
H -8.88904 -2.35533 -2.62854 0.155
H 4.13278 -4.84317 0.36184 0.094
H 2.16959 4.40342 0.06648 0.084
C -3.14801 5.59460 -6.11505 -0.007
C -2.73321 3.19649 -8.67452 -0.474
C 1.92018 5.45848 -0.04644 -0.041
C -2.12371 0.37126 0.16350 -0.593
C -7.22663 -2.19922 -1.43815 -0.031
H 6.06936 1.26828 3.50410 0.071
```

Calculated values
Relative energy (zero: lowest compared OMol25 entry of this formula, charge and spin): 0.0 kcal/mol
LUMO: -2.57 eV
Highest occupied orbital energy: -6.9 eV
Molar mass: 1319.45 u
Max |F|: 7.101 eV/A
Calculated total energy: -131133.955 eV
Orbital gap: 0.161 hartree